Entry 1:
Below is a structure of composition C31H40GeN5NiO2 at a distorted geometry, with properties calculated with wB97M-V/def2-TZVPD.

XYZ file:
```
80
Properties=species:S:1:pos:R:3:mulliken_spin:R:1
Ni 1.039 0.039 0.342 1.01
C 5.563 0.137 0.584 0.00
C 4.191 0.385 0.024 0.00
O 3.184 -0.048 0.582 0.02
N 4.120 1.113 -1.105 0.00
C 2.852 1.443 -1.740 0.01
C 2.147 2.555 -1.007 0.01
C 2.393 3.883 -1.327 0.00
C 1.789 4.889 -0.592 0.00
C 0.955 4.532 0.452 -0.01
C 0.755 3.184 0.691 -0.01
N 1.320 2.201 -0.010 -0.01
H 5.542 -0.770 1.180 0.00
H 5.841 0.971 1.230 0.00
H 6.315 0.045 -0.197 0.00
H 4.972 1.496 -1.481 0.00
H 2.216 0.550 -1.747 0.01
H 3.056 1.719 -2.774 0.00
H 3.055 4.121 -2.147 0.00
H 1.964 5.928 -0.831 0.00
H 0.453 5.274 1.055 0.00
H 0.094 2.861 1.486 0.01
N -2.459 -2.494 0.062 0.00
C -1.296 -1.883 0.232 0.00
O -1.181 -0.736 0.753 -0.01
C -0.064 -2.621 -0.210 0.01
C 0.964 -1.641 -0.748 0.00
H -3.331 -2.019 0.225 0.00
H -2.479 -3.370 -0.434 0.00
H -0.355 -3.422 -0.905 0.01
H 0.327 -3.122 0.685 0.01
H 0.654 -1.287 -1.746 -0.01
H 1.950 -2.101 -0.833 0.00
C -3.812 2.874 4.824 0.00
C -4.767 2.312 3.993 0.00
C -4.414 1.848 2.732 0.00
C -3.096 1.916 2.279 -0.01
C -2.145 2.488 3.128 -0.02
C -2.497 2.985 4.378 0.00
Ge -2.661 1.246 0.490 0.01
C -4.135 0.201 -0.179 0.00
C -4.907 -0.617 0.655 0.00
C -5.974 -1.339 0.150 0.00
C -6.282 -1.260 -1.204 0.00
C -5.528 -0.452 -2.040 0.00
C -4.461 0.275 -1.532 0.00
C -2.229 2.674 -0.727 -0.02
C -1.552 2.445 -1.925 0.02
C -1.331 3.488 -2.805 0.00
C -1.770 4.768 -2.489 0.00
C -2.433 5.003 -1.293 0.00
C -2.656 3.961 -0.407 0.00
H -4.093 3.257 5.796 0.00
H -5.797 2.255 4.313 0.00
H -5.192 1.463 2.087 0.00
H -1.120 2.617 2.798 0.01
H -1.760 3.499 4.984 0.00
H -4.680 -0.687 1.714 0.00
H -6.570 -1.958 0.806 0.00
H -7.116 -1.820 -1.602 0.00
H -5.772 -0.384 -3.090 0.00
H -3.894 0.914 -2.197 0.00
H -1.204 1.449 -2.175 0.00
H -0.821 3.307 -3.741 0.00
H -1.603 5.582 -3.180 0.00
H -2.782 5.998 -1.053 0.00
H -3.181 4.155 0.521 0.00
N -1.170 0.030 5.570 0.00
C 0.182 0.174 4.912 0.00
C 0.062 -0.227 3.444 0.00
N 1.197 0.138 2.624 0.00
H -1.125 0.178 6.580 0.00
H -1.561 -0.902 5.411 0.00
H -1.837 0.734 5.173 0.00
H 0.874 -0.450 5.475 0.00
H 0.472 1.219 5.030 0.00
H -0.844 0.212 3.018 0.00
H -0.063 -1.310 3.368 0.00
H 2.001 -0.460 2.788 0.00
H 1.500 1.097 2.772 0.00
```

Its energy above the lowest of the compared OMol25 structures with the same formula, charge and spin is 66.85 kcal/mol. Its HOMO energy (alpha / beta) is -10.44 / -10.05 eV. As for the spin multiplicity: 2. The total charge is +2. As for the total energy: -5214.22270 Eh.



Entry 2:
Below is a structure of composition C15H21N2NiO8 at a distorted geometry, with properties calculated with wB97M-V/def2-TZVPD.

XYZ file:
```
47
Properties=species:S:1:pos:R:3:nbo_charge:R:1
Ni 2.441 -0.158 3.947 1.46
N 2.163 -2.023 1.418 0.72
O 1.285 -2.309 0.628 -0.41
O 3.338 -2.359 1.210 -0.50
O 1.875 -1.442 2.522 -0.69
C -1.364 0.275 2.957 -0.46
C -0.206 0.244 3.664 0.36
C 0.020 -0.768 4.756 0.34
O 1.176 -0.855 5.373 -0.80
C -1.007 -1.545 5.194 -0.43
C -2.259 -1.591 4.482 0.45
C -2.357 -0.757 3.156 0.45
O -3.361 -0.882 2.479 -0.56
O -3.212 -2.282 4.770 -0.55
O 0.806 1.023 3.397 -0.80
H -1.511 0.973 2.145 0.21
H -0.822 -2.302 5.946 0.21
C 1.627 1.620 -3.175 -0.64
C 1.415 0.741 -1.912 0.13
C 1.048 1.669 -0.737 -0.40
C -0.411 2.045 -0.634 -0.40
C -1.251 0.788 -0.732 -0.40
C -1.055 -0.102 -1.960 0.13
N 0.366 -0.246 -2.183 -0.20
O 0.720 -1.162 -3.189 -0.56
C -1.873 -1.372 -1.792 -0.61
C -1.714 0.629 -3.169 -0.65
C 2.719 0.038 -1.540 -0.61
H 0.647 1.981 -3.486 0.21
H 2.098 1.025 -3.957 0.20
H 2.210 2.496 -2.892 0.21
H 1.491 1.365 0.218 0.22
H 1.606 2.610 -0.855 0.19
H -0.635 2.695 -1.493 0.18
H -0.638 2.616 0.266 0.22
H -2.310 1.045 -0.715 0.21
H -0.901 0.170 0.103 0.23
H -1.762 -1.935 -2.725 0.21
H -1.439 -2.027 -1.033 0.24
H -2.932 -1.215 -1.613 0.22
H -1.447 1.677 -3.323 0.19
H -1.518 0.096 -4.106 0.19
H -2.806 0.624 -3.096 0.21
H 2.993 -0.650 -2.340 0.22
H 2.571 -0.583 -0.658 0.24
H 3.499 0.764 -1.309 0.19
H 0.678 -0.639 -4.005 0.43
```

Its energy above the lowest of the compared OMol25 structures with the same formula, charge and spin is 61.05 kcal/mol. Its HOMO energy (alpha / beta) is -4.93 / -4.87 eV. As for the spin multiplicity: 3. The total charge is -1. As for the total energy: -2803.75564 Eh.



Entry 3:
Below is the molecule C5H6IN at a distorted geometry, with properties calculated with wB97M-V/def2-TZVPD.

XYZ file:
```
13
Properties=species:S:1:pos:R:3:nbo_charge:R:1
C 1.416 0.558 0.314 -0.17
C 1.033 1.813 0.135 -0.40
C -1.665 -0.676 -0.603 0.39
C 0.704 -0.787 0.186 -0.47
C -0.796 -0.922 0.330 -0.34
N -2.477 -0.337 -1.433 -0.61
I -1.596 -1.114 2.297 0.15
H 2.464 0.386 0.537 0.19
H 1.727 2.626 0.244 0.20
H 0.010 2.073 -0.086 0.20
H 0.975 -1.180 -0.803 0.24
H 1.163 -1.454 0.922 0.23
H -2.957 -0.986 -2.040 0.39
```

Its energy above the lowest of the compared OMol25 structures with the same formula, charge and spin is 33.95 kcal/mol. Its HOMO energy is -8.52 eV. As for the total energy: -546.48827 Eh.



Entry 4:
Below is a cluster of 10 separate species, H19O10 in total at a distorted geometry, with properties calculated with wB97M-V/def2-TZVPD.

XYZ file:
```
29
Properties=species:S:1:pos:R:3:nbo_charge:R:1
O -1.256 -0.239 3.014 -0.88
H 1.712 0.251 -2.712 0.47
H -1.100 -0.583 2.121 0.46
O -3.681 0.190 0.679 -0.96
H -3.859 -0.412 -0.034 0.48
H -0.771 -0.609 -3.130 0.45
O 3.248 -0.816 0.867 -0.92
H -2.948 0.799 0.544 0.47
H 3.430 -0.655 -0.068 0.47
O 0.486 0.319 1.150 -0.56
H -1.366 -3.057 -1.805 0.49
H -0.395 0.233 3.099 0.46
O -1.277 -2.369 -1.170 -0.98
H 0.281 0.618 -1.334 0.47
H 0.580 -0.327 -0.204 0.49
O -2.375 2.502 0.995 -0.92
H -1.756 2.474 0.262 0.46
H -1.886 2.466 1.829 0.49
O 1.853 0.740 3.277 -0.91
H 2.015 -0.206 3.395 0.47
H 3.148 0.952 -2.850 0.48
O 2.223 0.976 -3.096 -0.96
H 0.529 -1.175 -3.173 0.46
H -0.799 -1.581 -1.376 0.48
O 0.867 -0.145 -1.195 -0.93
H 2.373 -0.470 0.937 0.45
O -0.379 -1.419 -3.390 -0.90
H -0.351 0.794 0.989 0.47
H 1.454 0.750 2.380 0.46
```

Its energy above the lowest of the compared OMol25 structures with the same formula, charge and spin is 26.86 kcal/mol. Its HOMO energy (alpha / beta) is -11.31 / -11.30 eV. As for the spin multiplicity: 2. As for the total energy: -763.60342 Eh.



Entry 5:
Below is a cluster of 2 separate species, C12H17N in total at a distorted geometry, with properties calculated with wB97M-V/def2-TZVPD.

XYZ file:
```
30
Properties=species:S:1:pos:R:3:nbo_charge:R:1
C 0.916 -0.070 -3.130 -0.62
C -0.985 0.885 -1.736 -0.17
C -0.157 -0.121 -2.094 -0.09
C -1.439 -0.816 -0.376 0.22
C -0.419 -1.263 -1.209 -0.16
C -1.854 -1.638 0.704 -0.48
C 0.359 -2.432 -0.998 -0.41
C -1.125 -2.849 0.821 -0.25
C -0.047 -3.325 0.064 -0.30
N -1.751 0.516 -0.574 -0.59
H -1.026 1.908 -2.049 0.18
H -2.654 0.907 -0.375 0.38
H 0.541 -0.545 -4.065 0.20
H 1.841 -0.606 -2.870 0.21
H -2.639 -1.408 1.412 0.18
H 1.316 -2.554 -1.484 0.17
H -1.492 -3.558 1.555 0.17
H 0.297 -4.354 0.209 0.18
H 1.193 0.976 -3.328 0.19
C 1.104 1.317 1.478 -0.40
C 0.485 1.311 2.868 -0.61
C 0.881 2.753 0.883 -0.62
H 2.167 1.083 1.584 0.18
H 0.707 0.562 0.747 0.24
H 1.162 2.021 3.353 0.18
H 1.718 3.348 1.269 0.18
H 0.616 0.298 3.292 0.21
H -0.477 1.736 3.095 0.20
H 0.872 2.825 -0.205 0.21
H -0.108 3.095 1.156 0.20
```

Its energy above the lowest of the compared OMol25 structures with the same formula, charge and spin is 18.77 kcal/mol. Its HOMO energy (alpha / beta) is 0.64 / -2.99 eV. As for the spin multiplicity: 2. The total charge is -1. As for the total energy: -522.14245 Eh.